--- 1 ---
This record from the OMol25 dataset describes an isolated molecule of C4H11NOS2. The level of theory is ωB97M-V/def2-TZVPD.

```
19
C4H11NOS2 | the OMol25 dataset | ωB97M-V/def2-TZVPD
C 1.64 1.73 0.22
C 0.67 0.44 -1.69
C -0.75 1.13 0.39
C 0.61 0.69 -0.21
N -1.71 -3.63 1.46
O -0.30 -1.76 0.08
S -1.89 -2.17 1.03
S 0.87 -0.88 0.66
H 1.19 2.70 0.14
H 1.93 1.52 1.19
H 2.42 1.66 -0.51
H 1.56 1.02 -2.12
H -0.29 0.80 -2.18
H 0.68 -0.57 -2.02
H -1.13 1.96 -0.31
H -1.36 0.22 0.38
H -0.63 1.37 1.43
H -1.07 -3.80 2.18
H -2.44 -2.42 -0.14
```

Results
- HOMO (alpha / beta): -7.936 / -7.937 eV
- 2S+1: 1
- HOMO-LUMO gap (alpha / beta): 7.97 / 7.97 eV


--- 2 ---
This record from the OMol25 dataset describes a cluster of 2 separate species, C4H11NOS2 in total. The level of theory is ωB97M-V/def2-TZVPD.

```
19
C4H11NOS2 | the OMol25 dataset | ωB97M-V/def2-TZVPD
N -3.10 0.08 0.69
C -1.81 0.48 -0.01
C -1.16 -0.82 -0.43
O -0.73 -1.64 0.64
C -2.02 1.09 -1.31
S 2.01 -1.14 -0.23
S 1.60 0.56 0.80
C 1.35 1.75 -0.55
H -3.41 0.72 1.42
H -3.64 0.31 -0.15
H -1.08 0.91 0.75
H -0.38 -0.63 -1.15
H -1.93 -1.40 -0.92
H 0.25 -1.68 0.57
H -1.17 1.22 -1.96
H -2.71 1.93 -1.41
H 0.37 1.64 -1.05
H 1.42 2.77 -0.16
H 2.15 1.56 -1.29
```

Results
- HOMO: -7.332 eV
- 2S+1: 1
- HOMO-LUMO gap: 3.96 eV


Stability verdict: 1, ahead by 40.2 kcal/mol


--- 1 ---
This record from the OMol25 dataset describes a cluster of 2 separate species, C4H12O2S2 in total. The level of theory is ωB97M-V/def2-TZVPD.

```
20
C4H12O2S2 | the OMol25 dataset | ωB97M-V/def2-TZVPD
C -1.16 1.35 1.77
S -0.66 -0.24 2.47
O -0.82 -0.24 4.02
C -1.92 -1.30 1.75
H -0.35 2.03 2.10
H -1.98 1.68 2.29
H -1.30 1.24 0.76
H -2.17 -2.37 1.99
H -1.68 -1.30 0.66
H -2.89 -0.82 1.82
C 2.88 0.44 -1.83
S 1.57 -0.75 -1.38
O 1.03 -0.18 -0.10
C 0.30 -0.41 -2.63
H 3.25 0.52 -0.89
H 2.48 1.38 -2.19
H 3.48 -0.08 -2.53
H -0.61 -1.04 -2.25
H 0.74 -0.52 -3.58
H -0.19 0.61 -2.28
```

Results
- HOMO: -8.098 eV
- 2S+1: 1
- HOMO-LUMO gap: 8.58 eV


--- 2 ---
This record from the OMol25 dataset describes a cluster of 2 separate species, C4H12O2S2 in total. The level of theory is ωB97M-V/def2-TZVPD.

```
20
C4H12O2S2 | the OMol25 dataset | ωB97M-V/def2-TZVPD
C -2.20 -1.96 0.44
S -2.29 -0.28 1.12
S -0.73 -0.18 2.41
C 0.34 1.05 1.67
C 1.15 0.70 0.40
C 0.52 1.34 -0.83
O 0.94 2.70 -1.01
H -1.16 -2.25 0.27
H -2.64 -2.61 1.17
H -2.69 -2.00 -0.53
H -0.21 1.96 1.50
H 1.06 1.26 2.47
H 1.26 -0.38 0.35
H 2.12 1.19 0.50
H 0.89 0.94 -1.77
H -0.58 1.34 -0.82
H 1.37 3.13 -0.26
O 1.28 -2.09 -2.54
H 0.45 -2.58 -2.50
H 1.11 -1.29 -2.03
```

Results
- HOMO: -8.751 eV
- 2S+1: 1
- Structure (SMILES): CSSCCCO.O
- HOMO-LUMO gap: 9.28 eV


Stability verdict: 2, ahead by 63.0 kcal/mol